The following is a quantum chemistry calculation of a structure of composition C2H6F6NaO9S2 in a non-equilibrium geometry, from the OMol25 dataset.

Values from the calculation:
* E_tot: -2314.773460 Eh
* gap between HOMO and LUMO: 9.0 eV
* LUMO energy: 0.0813 hartree
* HOMO level: -6.7 eV
* energy above the lowest of the compared OMol25 structures with the same formula, charge and spin: 195.28 kcal per mole
* total charge: -1

The geometry in XYZ format:
```
26
Properties=species:S:1:pos:R:3:forces:R:3:mulliken_charge:R:1
S -3.8539 -15.7845 -16.0482 -2.301 -1.939 -1.339 1.108
S -1.7843 -17.3302 -10.7948 0.282 -1.446 0.048 0.998
Na -3.0492 -16.1660 -13.2016 -2.658 -0.134 4.103 1.116
F -3.6764 -16.9880 -8.9534 -0.135 1.419 0.073 -0.213
F -2.5268 -15.0834 -9.4017 -0.446 -0.599 0.779 -0.248
F -1.2345 -16.4632 -16.2947 0.892 -0.596 -2.338 -0.299
F -1.5166 -14.4429 -15.8086 0.920 1.748 -1.123 -0.252
F -4.0156 -15.7541 -10.8051 1.007 -2.076 3.527 -0.331
F -1.7842 -15.2010 -17.8914 -0.167 0.993 0.144 -0.236
O -4.5519 -14.5059 -16.0798 1.086 0.259 0.064 -0.683
O -2.0240 -14.5990 -13.4582 1.655 3.403 0.450 -0.536
O -2.2955 -18.6849 -10.6992 -0.416 0.814 0.498 -0.693
O -1.5988 -16.9958 -14.1005 3.860 -1.712 -3.980 -0.535
O -3.8038 -16.3320 -14.6747 -3.456 0.079 -9.779 -0.598
O -4.4144 -14.9333 -12.6636 -2.707 2.942 -0.418 -0.556
O -0.4813 -17.1464 -10.2064 -0.227 0.686 0.721 -0.701
O -4.3282 -16.7281 -17.0963 1.519 1.482 1.717 -0.697
O -1.8634 -16.8253 -12.1568 3.093 -1.672 8.663 -0.732
C -3.0887 -16.2081 -9.8641 1.063 -0.997 -2.190 0.582
C -1.9694 -15.3953 -16.5975 -2.795 -1.825 0.200 0.513
H -2.3629 -14.0419 -14.1588 -0.098 0.292 0.070 0.344
H -1.0838 -14.6542 -13.6290 0.191 0.155 0.114 0.296
H -1.3791 -16.4587 -14.8617 0.051 -1.031 0.946 0.312
H -0.9184 -16.7924 -13.4587 0.223 -0.559 -0.193 0.431
H -4.2258 -14.4306 -11.8712 -0.114 0.285 -0.172 0.328
H -4.6054 -14.2713 -13.3280 -0.323 0.028 -0.585 0.279
```
Forces are in eV/Å.



The following is a quantum chemistry calculation of the molecule C8H12O2 in a non-equilibrium geometry, from the OMol25 dataset.

Values from the calculation:
* E_tot: -462.266636 Eh
* gap between HOMO and LUMO (spin up / spin down): 7.9 / 9.0 eV
* LUMO energy (spin up / spin down): 0.0065 / 0.0267 hartree
* HOMO level (spin up / spin down): -7.7 / -8.3 eV
* energy above the lowest of the compared OMol25 structures with the same formula, charge and spin: 150.40 kcal per mole
* total charge: 0

The geometry in XYZ format:
```
22
Properties=species:S:1:pos:R:3:forces:R:3:mulliken_charge:R:1
O -1.4247 -0.0142 -1.2755 0.500 0.139 0.337 -0.437
O -0.1751 1.1294 0.5556 -0.878 1.815 -0.529 -0.366
C -1.3985 0.6953 -0.0292 -0.653 -1.432 0.057 1.390
C 0.7899 0.2771 0.4680 1.764 -2.670 -0.865 -0.028
C -2.5124 1.6815 0.2486 0.488 -0.450 1.054 -1.443
C 3.1669 1.0261 -0.2084 -2.057 1.092 0.317 -1.403
C -1.5595 -0.7778 -0.1010 0.573 2.043 0.393 -0.090
C 2.0702 0.0383 0.1700 -0.157 0.043 -0.426 0.702
C -2.7649 -1.6053 0.0680 0.126 -1.025 -2.606 -1.191
C 2.6095 -1.3862 0.0162 -0.239 -0.493 1.388 -1.099
H 1.7786 -2.1079 0.1509 0.589 0.255 0.281 0.322
H 3.2414 1.1298 -1.2673 -0.033 0.051 -0.911 0.319
H -2.2115 2.6900 0.0553 0.678 0.673 0.255 0.383
H -2.8842 -2.1233 1.0043 -0.351 0.636 0.607 0.308
H -2.6464 1.5090 1.3467 -0.581 0.687 -0.854 0.283
H 2.9953 1.9969 0.2178 -0.524 0.728 -0.040 0.360
H 4.1260 0.8347 0.1479 1.604 -1.247 0.747 0.430
H 3.4254 -1.5209 0.8265 -1.175 -0.178 -1.495 0.286
H -3.6138 -1.0377 -0.4170 0.381 -0.691 1.112 0.303
H 2.9947 -1.6073 -1.0032 0.095 0.559 0.662 0.288
H -2.5765 -2.4629 -0.6282 -0.389 0.463 0.236 0.303
H -3.4305 1.6353 -0.3461 0.241 -0.996 0.278 0.381
```
Forces are in eV/Å.



The following is a quantum chemistry calculation of the molecule C3H9N2O2P in a non-equilibrium geometry, from the OMol25 dataset.

Values from the calculation:
* E_tot: -720.856647 Eh
* gap between HOMO and LUMO (spin up / spin down): 4.7 / 7.0 eV
* LUMO energy (spin up / spin down): 0.0383 / -0.1314 hartree
* HOMO level (spin up / spin down): -3.7 / -10.5 eV
* energy above the lowest of the compared OMol25 structures with the same formula, charge and spin: 48.22 kcal per mole
* 2S+1: 3
* total charge: 0

The geometry in XYZ format:
```
17
Properties=species:S:1:pos:R:3:forces:R:3:mulliken_charge:R:1
P -1.1806 -0.5257 -0.0151 -0.379 1.860 -1.603 0.358
O -2.2560 -1.4835 0.1787 -1.351 -0.575 0.449 -0.501
O 1.4578 0.9260 -0.4135 0.443 2.703 -0.846 -0.003
N 2.7039 -0.8705 0.2983 1.319 -2.281 0.388 -0.263
N 0.3205 -1.3079 -0.0667 -2.447 -0.894 0.299 -0.106
C -1.3068 0.6408 -1.4699 0.225 -0.450 -1.224 -0.882
C -0.9382 0.8699 1.1640 1.305 -0.007 -0.254 -1.176
C 1.6631 -0.1761 -0.1002 2.388 -0.737 0.260 -0.615
H -2.3699 0.9027 -1.5004 -0.001 -0.190 0.126 0.314
H -1.0203 0.4120 -2.5830 -0.170 0.066 2.452 0.320
H -1.8693 1.3338 1.2804 -1.896 0.627 -0.458 0.399
H 0.3243 -2.0346 0.6474 -0.196 -0.869 0.276 0.373
H -0.7822 0.5775 2.1772 0.885 -0.444 0.694 0.370
H -0.7885 1.5078 -1.0485 0.024 -0.084 -1.020 0.290
H 3.6655 -0.5114 0.2244 0.169 0.128 0.107 0.385
H 2.6072 -1.9187 0.4502 0.245 2.424 -0.420 0.364
H -0.2303 1.6580 0.7766 -0.562 -1.276 0.774 0.373
```
Forces are in eV/Å.